Entry 1:
# C9H10ClNOS

C9H10ClNOS as an isolated structure at a distorted geometry (ωB97M-V/def2-TZVPD, the OMol25 dataset).

Calculated values
HOMO-LUMO gap in eV: 9.1
Max |F| in eV/A: 3.5
Energy relative to the best compared isomer or geometry (same formula, charge and spin) in kJ/mol: 15.5

Structure (XYZ):
```
23
C9H10ClNOS ωB97M-V/def2-TZVPD
C -1.814 2.440 -2.170
C -1.379 1.431 -2.943
C -1.386 2.515 -0.840
C -0.542 0.418 -2.440
C -0.657 1.540 -0.259
C -0.304 0.433 -1.080
C 0.142 -1.942 2.504
C 1.695 -2.175 2.543
C 1.121 -0.622 0.605
N 0.491 -0.614 -0.569
O 0.023 -0.653 2.004
S 2.117 -2.089 0.746
Cl 2.159 0.846 1.026
H -2.355 3.158 -2.635
H -1.737 1.495 -3.968
H -1.768 3.346 -0.364
H -0.046 -0.475 -2.955
H -0.428 1.763 0.764
H -0.397 -2.708 1.735
H -0.088 -1.987 3.603
H 2.417 -1.427 2.900
H 2.053 -3.246 2.900
H 0.685 -1.447 -1.106
```

The computed natural (NBO) charges, all in e, follow: atom 1 (C): -0.230, atom 2 (C): -0.192, atom 3 (C): -0.178, atom 4 (C): -0.236, atom 5 (C): -0.241, atom 6 (C): 0.155, atom 7 (C): -0.092, atom 8 (C): -0.528, atom 9 (C): 0.272, atom 10 (N): -0.657, atom 11 (O): -0.591, atom 12 (S): 0.211, atom 13 (Cl): -0.064, atom 14 (H): 0.205, atom 15 (H): 0.213, atom 16 (H): 0.207, atom 17 (H): 0.213, atom 18 (H): 0.249, atom 19 (H): 0.179, atom 20 (H): 0.210, atom 21 (H): 0.245, atom 22 (H): 0.232, atom 23 (H): 0.417

Entry 2:
# C9H10F8N4O6PS2

A 2-piece molecular cluster, C9H10F8N4O6PS2 overall at a distorted geometry (ωB97M-V/def2-TZVPD, the OMol25 dataset).

Calculated values
HOMO-LUMO gap in eV: 6.7
Max |F| in eV/A: 2.4
Energy relative to the best compared isomer or geometry (same formula, charge and spin) in kJ/mol: 33.5
Net charge: -1

Structure (XYZ):
```
40
C9H10F8N4O6PS2 ωB97M-V/def2-TZVPD
N -0.492 -0.641 -0.753
P -1.939 -0.477 -1.690
O -2.858 -1.706 -1.074
C -1.481 -1.037 -3.452
N -0.538 -2.201 -3.344
C -0.938 -3.299 -3.055
S -1.341 -4.815 -3.060
C -2.837 -1.372 -4.125
O -2.891 -2.161 -5.071
O -3.776 -0.756 -3.580
N -0.799 0.130 -4.035
S -1.190 0.463 -5.671
C 0.603 0.193 -3.799
O 1.379 -0.493 -4.825
N 2.692 -0.739 -4.329
O 2.778 -1.785 -3.827
H 0.152 -1.328 -1.143
H -0.012 0.240 -0.661
H -2.560 -1.810 -0.163
H -1.852 1.625 -5.507
H 0.886 -0.164 -2.817
H 0.897 1.244 -3.850
C -0.369 0.556 4.221
C -0.013 0.368 2.734
C 1.282 -0.384 2.401
F 2.369 0.228 2.919
F 1.462 -0.436 1.062
F -0.030 1.570 2.118
F -1.024 -0.365 2.208
O -0.042 1.788 4.857
C 1.199 2.024 5.391
C 1.948 3.139 4.652
F 2.066 2.873 3.342
F 3.193 3.257 5.171
F 1.922 0.893 5.475
F 1.005 2.455 6.659
H -1.457 0.542 4.245
H -0.052 -0.297 4.821
H 1.241 -1.409 2.780
H 1.418 4.086 4.771
```

The computed natural (NBO) charges, all in e, follow: atom 1 (N): -1.197, atom 2 (P): 1.244, atom 3 (O): -0.976, atom 4 (C): -0.134, atom 5 (N): -0.517, atom 6 (C): 0.259, atom 7 (S): -0.023, atom 8 (C): 0.726, atom 9 (O): -0.712, atom 10 (O): -0.731, atom 11 (N): -0.586, atom 12 (S): 0.206, atom 13 (C): 0.065, atom 14 (O): -0.457, atom 15 (N): 0.376, atom 16 (O): -0.235, atom 17 (H): 0.369, atom 18 (H): 0.382, atom 19 (H): 0.483, atom 20 (H): 0.096, atom 21 (H): 0.187, atom 22 (H): 0.175, atom 23 (C): -0.133, atom 24 (C): 0.597, atom 25 (C): 0.522, atom 26 (F): -0.329, atom 27 (F): -0.316, atom 28 (F): -0.312, atom 29 (F): -0.314, atom 30 (O): -0.511, atom 31 (C): 0.850, atom 32 (C): 0.503, atom 33 (F): -0.312, atom 34 (F): -0.326, atom 35 (F): -0.318, atom 36 (F): -0.326, atom 37 (H): 0.232, atom 38 (H): 0.204, atom 39 (H): 0.141, atom 40 (H): 0.148

Entry 3:
# C9H10F8N4O6PS2

A 2-piece molecular cluster, C9H10F8N4O6PS2 overall at a distorted geometry (ωB97M-V/def2-TZVPD, the OMol25 dataset).

Calculated values
HOMO-LUMO gap in eV: 6.8
Max |F| in eV/A: 1.5
Energy relative to the best compared isomer or geometry (same formula, charge and spin) in kJ/mol: 0.0
Net charge: -1

Structure (XYZ):
```
40
C9H10F8N4O6PS2 ωB97M-V/def2-TZVPD
N 1.016 0.517 -0.088
P 2.116 0.839 -1.387
O 3.387 -0.093 -0.889
C 2.735 2.601 -1.038
N 2.872 2.786 0.435
C 3.780 2.329 1.084
S 5.030 1.976 1.971
C 4.081 2.704 -1.815
O 4.932 3.513 -1.437
O 4.107 1.893 -2.767
N 1.675 3.475 -1.575
S 2.210 4.861 -2.435
C 0.613 3.785 -0.676
O 0.890 4.975 0.122
N 0.031 4.997 1.263
O 0.530 4.505 2.194
H 1.183 1.087 0.740
H 0.059 0.637 -0.385
H 2.995 -0.824 -0.393
H 1.808 4.486 -3.664
H 0.372 2.953 -0.021
H -0.280 4.007 -1.269
C -1.416 -4.034 0.354
C -1.079 -2.534 0.366
C -1.298 -1.767 1.674
F -2.592 -1.822 2.064
F -0.982 -0.466 1.507
F -1.724 -1.917 -0.649
F 0.252 -2.464 0.109
O -2.675 -4.443 -0.159
C -3.806 -4.473 0.609
C -4.862 -3.469 0.128
F -4.372 -2.219 0.100
F -5.913 -3.496 0.982
F -3.532 -4.323 1.918
F -4.356 -5.703 0.459
H -0.704 -4.464 -0.348
H -1.208 -4.497 1.319
H -0.670 -2.178 2.469
H -5.203 -3.741 -0.873
```

The computed natural (NBO) charges, all in e, follow: atom 1 (N): -1.201, atom 2 (P): 1.255, atom 3 (O): -0.982, atom 4 (C): -0.141, atom 5 (N): -0.520, atom 6 (C): 0.274, atom 7 (S): -0.035, atom 8 (C): 0.736, atom 9 (O): -0.711, atom 10 (O): -0.734, atom 11 (N): -0.588, atom 12 (S): 0.203, atom 13 (C): 0.066, atom 14 (O): -0.459, atom 15 (N): 0.377, atom 16 (O): -0.235, atom 17 (H): 0.372, atom 18 (H): 0.380, atom 19 (H): 0.484, atom 20 (H): 0.096, atom 21 (H): 0.186, atom 22 (H): 0.176, atom 23 (C): -0.133, atom 24 (C): 0.596, atom 25 (C): 0.522, atom 26 (F): -0.330, atom 27 (F): -0.314, atom 28 (F): -0.312, atom 29 (F): -0.315, atom 30 (O): -0.510, atom 31 (C): 0.851, atom 32 (C): 0.504, atom 33 (F): -0.313, atom 34 (F): -0.326, atom 35 (F): -0.318, atom 36 (F): -0.327, atom 37 (H): 0.232, atom 38 (H): 0.205, atom 39 (H): 0.141, atom 40 (H): 0.148

Entry 4:
# C9H10FNOP2

One molecule with the formula C9H10FNOP2 at a distorted geometry (ωB97M-V/def2-TZVPD, the OMol25 dataset).

Calculated values
HOMO-LUMO gap (spin up / spin down) in eV: 5.6 / 6.6
Max |F| in eV/A: 4.3
Spin multiplicity: 3

Structure (XYZ):
```
24
C9H10FNOP2 ωB97M-V/def2-TZVPD
C -3.339 1.968 0.983
C -3.752 0.727 0.492
C -2.073 2.410 0.618
C -3.069 0.068 -0.443
C -1.286 1.717 -0.343
C -1.753 0.470 -0.871
C 2.257 -1.185 -0.179
C 0.913 -0.449 -0.200
C 0.306 -0.568 -1.384
N 2.443 -1.687 -1.602
O -1.043 -0.352 -1.727
F 1.772 0.448 -2.752
P 1.339 -1.159 -2.725
P 4.075 -2.011 -2.087
H -4.006 2.586 1.559
H -4.661 0.292 0.631
H -1.741 3.489 1.010
H -3.551 -0.822 -0.855
H -0.316 2.120 -0.715
H 2.160 -1.976 0.541
H 3.161 -0.459 -0.064
H 0.454 -0.035 0.654
H 4.011 -1.060 -3.086
H 4.728 -1.225 -1.140
```

The computed natural (NBO) charges, all in e, follow: atom 1 (C): -0.190, atom 2 (C): -0.262, atom 3 (C): -0.227, atom 4 (C): -0.208, atom 5 (C): -0.258, atom 6 (C): 0.251, atom 7 (C): -0.227, atom 8 (C): -0.285, atom 9 (C): -0.014, atom 10 (N): -1.060, atom 11 (O): -0.445, atom 12 (F): -0.606, atom 13 (P): 1.326, atom 14 (P): 0.549, atom 15 (H): 0.206, atom 16 (H): 0.210, atom 17 (H): 0.224, atom 18 (H): 0.218, atom 19 (H): 0.234, atom 20 (H): 0.219, atom 21 (H): 0.208, atom 22 (H): 0.236, atom 23 (H): -0.047, atom 24 (H): -0.050

Entry 5:
# C9H10LuN4

C9H10LuN4 as an isolated structure at a distorted geometry (ωB97M-V/def2-TZVPD, the OMol25 dataset).

Calculated values
HOMO-LUMO gap in eV: 6.3
Max |F| in eV/A: 5.1
Net charge: -1

Structure (XYZ):
```
24
C9H10LuN4 ωB97M-V/def2-TZVPD
C -0.937 1.113 -2.203
C 0.465 0.998 -2.541
C 1.233 1.845 -1.662
C 0.283 2.447 -0.727
C -1.046 2.059 -1.139
Lu 0.396 0.035 -0.193
N -1.227 -1.437 -0.143
C -0.330 -2.574 -0.405
C 0.926 -2.175 -1.001
H 2.305 1.916 -1.602
H 0.869 0.402 -3.325
H 0.523 3.177 0.015
H -1.968 2.433 -0.731
H -1.760 0.717 -2.775
H 0.978 -2.016 -2.066
H -1.079 -3.113 -1.067
H -2.262 -1.400 -0.111
H 1.836 -2.111 -0.367
H -0.354 -2.906 0.657
N 0.442 0.375 2.031
C 0.379 0.483 3.214
N 0.315 0.743 4.442
C 0.092 -0.139 5.394
N -0.080 -0.872 6.306
```

The computed natural (NBO) charges, all in e, follow: atom 1 (C): -0.315, atom 2 (C): -0.372, atom 3 (C): -0.415, atom 4 (C): -0.429, atom 5 (C): -0.323, atom 6 (Lu): 1.877, atom 7 (N): -1.157, atom 8 (C): -0.276, atom 9 (C): -1.019, atom 10 (H): 0.227, atom 11 (H): 0.229, atom 12 (H): 0.233, atom 13 (H): 0.225, atom 14 (H): 0.230, atom 15 (H): 0.213, atom 16 (H): 0.166, atom 17 (H): 0.360, atom 18 (H): 0.191, atom 19 (H): 0.179, atom 20 (N): -0.749, atom 21 (C): 0.651, atom 22 (N): -0.681, atom 23 (C): 0.448, atom 24 (N): -0.493

Entry 6:
# C9H10MnO6

C9H10MnO6 as an isolated structure at a distorted geometry (ωB97M-V/def2-TZVPD, the OMol25 dataset).

Calculated values
HOMO-LUMO gap (spin up / spin down) in eV: 9.5 / 5.4
Max |F| in eV/A: 9.9
Energy relative to the best compared isomer or geometry (same formula, charge and spin) in kJ/mol: 0.0
Net charge: +3
Spin multiplicity: 5

Structure (XYZ):
```
26
C9H10MnO6 ωB97M-V/def2-TZVPD
O -0.001 0.000 -6.168
C -0.001 0.000 -5.054
Mn -0.001 0.000 -1.517
O 1.812 -2.280 -1.718
C 1.127 -1.417 -1.884
C -1.111 1.395 -1.889
O -1.831 2.300 -1.710
C -1.415 -1.123 -1.764
O -2.281 -1.812 -1.514
C 1.404 1.115 -1.768
O 2.290 1.818 -1.511
C 1.415 -1.584 1.977
C 0.058 -1.204 1.517
O 0.000 0.000 0.728
C -0.060 1.204 1.518
C -1.413 1.585 1.979
H 2.115 -1.644 1.186
H 1.367 -2.502 2.480
H 1.747 -0.817 2.696
H -0.326 -2.015 0.746
H -0.683 -1.162 2.278
H 0.685 1.162 2.276
H 0.326 2.016 0.744
H -1.744 0.819 2.698
H -1.364 2.501 2.482
H -2.113 1.645 1.191
```

The computed natural (NBO) charges, all in e, follow: atom 1 (O): -0.343, atom 2 (C): 0.412, atom 3 (Mn): 0.466, atom 4 (O): -0.208, atom 5 (C): 0.556, atom 6 (C): 0.556, atom 7 (O): -0.218, atom 8 (C): 0.556, atom 9 (O): -0.206, atom 10 (C): 0.557, atom 11 (O): -0.210, atom 12 (C): -0.601, atom 13 (C): -0.077, atom 14 (O): -0.267, atom 15 (C): -0.076, atom 16 (C): -0.600, atom 17 (H): 0.239, atom 18 (H): 0.310, atom 19 (H): 0.273, atom 20 (H): 0.253, atom 21 (H): 0.275, atom 22 (H): 0.274, atom 23 (H): 0.256, atom 24 (H): 0.273, atom 25 (H): 0.309, atom 26 (H): 0.241

Entry 7:
# C9H10N2O

One molecule with the formula C9H10N2O at a distorted geometry (ωB97M-V/def2-TZVPD, the OMol25 dataset).

Calculated values
HOMO-LUMO gap (spin up / spin down) in eV: 7.3 / 5.9
Max |F| in eV/A: 5.2
Energy relative to the best compared isomer or geometry (same formula, charge and spin) in kJ/mol: 655.7

Structure (XYZ):
```
22
C9H10N2O ωB97M-V/def2-TZVPD
C -0.463 -1.973 -2.301
C 0.032 -0.865 -1.729
C -0.889 -3.099 -1.506
C -1.039 -2.523 0.108
C -1.500 -3.577 0.921
C 0.031 2.121 2.132
C 0.035 0.974 1.414
C 0.468 0.700 0.063
C 1.365 1.562 -0.823
N -0.669 -1.316 0.420
N -0.034 -0.492 -0.394
O -1.001 -4.300 -1.738
H -0.412 -2.106 -3.373
H 0.349 -0.053 -2.403
H -1.903 -3.387 1.909
H -2.054 -4.393 0.385
H -0.712 2.284 2.897
H 0.807 2.976 1.891
H -0.738 0.222 1.709
H 2.004 0.953 -1.417
H 1.770 2.270 -0.180
H 0.832 2.232 -1.701
```

The computed natural (NBO) charges, all in e, follow: atom 1 (C): -0.342, atom 2 (C): 0.043, atom 3 (C): 0.503, atom 4 (C): 0.043, atom 5 (C): -0.335, atom 6 (C): -0.355, atom 7 (C): -0.281, atom 8 (C): 0.184, atom 9 (C): -0.650, atom 10 (N): -0.291, atom 11 (N): -0.155, atom 12 (O): -0.548, atom 13 (H): 0.234, atom 14 (H): 0.219, atom 15 (H): 0.189, atom 16 (H): 0.219, atom 17 (H): 0.208, atom 18 (H): 0.181, atom 19 (H): 0.254, atom 20 (H): 0.228, atom 21 (H): 0.237, atom 22 (H): 0.213

Entry 8:
# C9H10N2O

C9H10N2O as an isolated structure at a distorted geometry (ωB97M-V/def2-TZVPD, the OMol25 dataset).

Calculated values
HOMO-LUMO gap in eV: 8.9
Max |F| in eV/A: 5.4
Energy relative to the best compared isomer or geometry (same formula, charge and spin) in kJ/mol: 259.6

Structure (XYZ):
```
22
C9H10N2O ωB97M-V/def2-TZVPD
C 3.411 1.514 0.308
C 2.044 1.770 0.750
C 0.898 0.894 0.328
C -0.506 -0.464 -0.214
C -1.143 -1.377 -1.071
C -2.440 -1.662 -0.753
C -2.993 -1.097 0.474
C -2.344 -0.185 1.224
C -1.090 0.159 0.868
H 4.069 0.772 0.830
H 3.443 1.121 -0.804
H 3.764 2.559 0.358
H 1.689 2.761 0.516
H 2.019 1.830 1.888
H -1.106 -2.311 -2.701
H 0.367 -1.996 -2.042
H -3.174 -2.244 -1.285
H -4.044 -1.514 0.716
H -2.815 -0.021 2.265
N 0.702 -0.082 -0.504
N -0.534 -1.640 -2.232
O -0.218 1.214 1.081
```

The computed natural (NBO) charges, all in e, follow: atom 1 (C): -0.619, atom 2 (C): -0.468, atom 3 (C): 0.541, atom 4 (C): 0.004, atom 5 (C): 0.248, atom 6 (C): -0.326, atom 7 (C): -0.170, atom 8 (C): -0.312, atom 9 (C): 0.246, atom 10 (H): 0.224, atom 11 (H): 0.220, atom 12 (H): 0.222, atom 13 (H): 0.233, atom 14 (H): 0.234, atom 15 (H): 0.363, atom 16 (H): 0.381, atom 17 (H): 0.211, atom 18 (H): 0.215, atom 19 (H): 0.228, atom 20 (N): -0.468, atom 21 (N): -0.781, atom 22 (O): -0.426

Entry 9:
# C9H10N3OS

An isolated ion of composition C9H10N3OS and charge +1 at a distorted geometry (ωB97M-V/def2-TZVPD, the OMol25 dataset).

Calculated values
HOMO-LUMO gap in eV: 7.7
Max |F| in eV/A: 4.4
Energy relative to the best compared isomer or geometry (same formula, charge and spin) in kJ/mol: 244.4
Net charge: +1
SMILES string: [NH+]#S1=C([O-])NC(=[NH2+])[C@@H]1c1ccccc1

Structure (XYZ):
```
24
C9H10N3OS ωB97M-V/def2-TZVPD
C -0.211 -2.663 -2.093
C -0.665 -1.539 -2.699
C 0.432 -2.619 -0.898
C -0.653 -0.330 -2.046
C 0.492 -1.404 -0.133
C -0.160 -0.275 -0.793
C -0.648 0.852 1.327
C 1.593 0.739 1.895
C -0.169 1.005 -0.055
N 1.493 3.080 0.933
N 0.267 0.752 2.347
N -1.948 1.064 1.545
O 2.573 0.371 2.450
S 1.697 1.692 0.274
H -0.124 -3.546 -2.727
H -0.983 -1.532 -3.845
H 0.987 -3.410 -0.517
H -1.055 0.639 -2.342
H 0.808 -1.135 0.918
H -0.789 1.852 -0.493
H 1.903 3.919 0.478
H 0.036 0.637 3.376
H -2.523 1.102 0.707
H -2.354 0.750 2.391
```

The computed natural (NBO) charges, all in e, follow: atom 1 (C): -0.214, atom 2 (C): -0.154, atom 3 (C): -0.160, atom 4 (C): -0.214, atom 5 (C): -0.216, atom 6 (C): -0.086, atom 7 (C): 0.627, atom 8 (C): 0.521, atom 9 (C): -0.478, atom 10 (N): -1.109, atom 11 (N): -0.621, atom 12 (N): -0.680, atom 13 (O): -0.432, atom 14 (S): 1.057, atom 15 (H): 0.243, atom 16 (H): 0.245, atom 17 (H): 0.230, atom 18 (H): 0.220, atom 19 (H): 0.202, atom 20 (H): 0.274, atom 21 (H): 0.415, atom 22 (H): 0.468, atom 23 (H): 0.436, atom 24 (H): 0.425